1.
26
Properties=species:S:1:pos:R:3:forces:R:3 method="wB97M-V/def2-TZVPD" e_homo_ev="-12.6 / -12.6" smiles="CC(C)=[N+](O)/[N+]([O-])=C(/Br)c1ccccn1" e_tot_ev=-88105.0271 de_lowest_ev=4.704 orbital_gap_ev="7.710 / 7.713" multiplicity=1 charge=+1
C -1.444274 0.873497 -1.777005 2.89 2.95 2.99
C -1.509761 -0.033743 -0.629373 -0.51 0.46 -0.21
C -2.178153 0.405814 0.628840 1.54 -2.37 -1.93
N -1.154730 -1.232938 -0.906863 0.40 0.27 -1.18
O -0.885556 -1.533693 -2.243389 0.12 -0.66 1.97
N -0.692263 -2.072466 0.132318 -0.58 1.05 0.64
O -1.071817 -3.234941 0.177337 -0.25 -0.69 -0.44
C -0.189546 -1.277319 1.061442 1.48 -1.93 0.75
Br -0.143594 -2.137869 2.763590 0.02 0.66 -0.83
C 0.770266 -0.203575 0.696713 0.98 0.36 1.57
C 1.339532 0.505831 1.770310 0.16 -0.46 -0.05
C 2.485718 1.254091 1.575774 -0.86 -0.27 -4.50
C 2.966740 1.390551 0.257801 -2.96 -3.69 0.98
C 2.377869 0.520903 -0.687836 0.54 1.81 -1.78
N 1.274004 -0.157900 -0.557292 -0.89 -1.22 1.74
H -0.282866 1.151577 -1.981164 -2.69 -0.76 0.50
H -1.993071 1.761001 -1.450017 0.09 0.06 -0.88
H -1.800457 0.343535 -2.556617 -1.31 -0.99 -3.08
H -3.134957 0.452504 0.328968 -3.80 1.03 -1.41
H -1.829882 1.298373 0.902207 1.24 3.70 1.08
H -2.291104 -0.213576 1.439299 0.65 -1.86 1.83
H -1.052156 -2.480168 -2.162067 0.08 -0.95 -0.94
H 1.001211 0.408537 2.790673 -0.37 -0.18 -0.09
H 2.961516 1.816874 2.256164 1.25 1.64 2.94
H 3.752696 1.921916 -0.095637 2.44 1.76 -0.34
H 2.724634 0.473186 -1.734175 0.34 0.30 0.66

2.
46
Properties=species:S:1:pos:R:3:forces:R:3 method="wB97M-V/def2-TZVPD" e_homo_ev=-9.6 smiles=ClC(Cl)(Cl)Cl.ClC(Cl)(Cl)Cl.ClC(Cl)(Cl)Cl.ClC(Cl)(Cl)Cl.ClC(Cl)(Cl)Cl.ClC(Cl)(Cl)Cl.CCCO[PH4] e_tot_ev=-321382.0338 orbital_gap_ev=9.655 multiplicity=1 charge=0
Cl -4.864361 -1.567633 1.565823 -0.01 -0.01 -0.01
C -4.937539 -0.102532 2.544925 -0.03 0.03 -0.03
Cl -3.441805 0.067352 3.466567 0.01 0.03 0.02
Cl -5.141307 1.302893 1.488918 0.00 -0.03 0.02
Cl -6.309358 -0.200603 3.652474 0.06 -0.01 0.03
Cl -11.466405 1.313422 2.826042 0.00 -0.01 -0.01
C -10.933014 -0.054984 1.843373 -0.01 0.00 -0.01
Cl -9.183165 0.023478 1.627234 -0.03 0.00 -0.01
Cl -11.357666 -1.564626 2.658231 0.00 0.01 0.00
Cl -11.728993 0.006761 0.267791 0.00 0.00 0.00
Cl 4.043728 -0.599977 -0.476862 -0.04 0.02 0.00
C 4.246821 1.026010 0.182345 0.01 -0.01 0.01
Cl 2.833419 1.450044 1.155673 -0.02 0.01 -0.01
Cl 5.691444 1.070777 1.198495 -0.01 0.00 0.00
Cl 4.412765 2.176526 -1.145605 -0.01 -0.03 0.02
Cl 3.157127 2.367124 -5.117435 0.01 0.01 0.00
C 4.032257 3.894519 -5.273321 -0.01 -0.04 0.03
Cl 2.888175 5.198962 -5.591248 -0.01 -0.05 0.01
Cl 4.898054 4.223699 -3.765717 0.03 0.07 -0.04
Cl 5.189544 3.780780 -6.600794 0.00 0.00 0.00
Cl -1.931720 8.098687 -4.837471 0.00 0.00 0.00
C -1.210767 6.916505 -5.931543 0.03 -0.04 0.01
Cl 0.442225 7.411263 -6.324337 -0.03 0.07 -0.03
Cl -1.173074 5.332422 -5.152040 0.00 0.01 0.00
Cl -2.162451 6.824752 -7.414908 0.00 0.00 0.00
Cl 1.874903 -5.443770 -2.717867 0.00 0.00 0.00
C 2.902873 -4.013023 -2.819115 -0.01 0.04 0.01
Cl 1.895356 -2.570938 -2.989499 0.00 -0.01 0.00
Cl 3.867344 -3.876775 -1.342474 0.01 -0.05 0.02
Cl 3.976998 -4.150901 -4.212141 0.00 0.00 0.01
C 4.377761 -2.578289 2.864209 -0.02 -0.03 0.00
C 3.173015 -1.787618 3.360202 -0.01 -0.05 0.00
C 1.879240 -2.158916 2.626717 -0.08 0.11 -0.05
O 0.960397 -2.769255 3.512145 0.06 -0.13 0.02
P -0.696042 -2.773788 3.072598 0.07 -0.07 -0.01
H 4.586620 -2.351084 1.817694 0.03 -0.01 -0.02
H 4.183233 -3.650461 2.941995 0.04 0.01 0.01
H 5.277118 -2.352833 3.439294 -0.02 0.01 0.00
H 3.012548 -1.987067 4.420312 -0.02 0.03 0.00
H 3.360290 -0.715643 3.262337 0.03 -0.02 0.00
H 2.102346 -2.851113 1.801457 -0.01 0.04 -0.01
H 1.431647 -1.263899 2.166786 0.00 0.01 0.05
H -0.829227 -1.427167 3.463183 -0.01 0.03 -0.11
H -0.845784 -3.802841 4.015022 -0.02 0.02 0.04
H -0.374815 -3.049059 1.724160 -0.02 0.03 0.01
H -2.109760 -2.821170 2.746386 0.03 0.00 0.02

3.
41
Properties=species:S:1:pos:R:3:forces:R:3 method="wB97M-V/def2-TZVPD" e_homo_ev="-10.0 / -9.8" e_tot_ev=-99855.2248 de_lowest_ev=0.000 orbital_gap_ev="8.140 / 5.562" multiplicity=2 charge=0
Pt 1.173481 -0.342447 -1.648993 0.35 0.35 -0.11
N 0.173055 -1.809950 1.660369 0.02 0.09 -0.12
C 1.593636 -2.129573 1.256244 -0.04 0.05 0.07
C 2.248007 -2.957942 2.357520 0.00 -0.04 -0.03
P 2.550817 -0.542321 0.985548 -0.16 0.11 0.09
O 1.389436 0.562961 1.279562 0.12 0.07 0.07
O 3.658554 -0.338473 1.921993 0.11 -0.29 -0.08
O 2.813223 -0.535117 -0.531788 -0.05 0.10 0.03
P 1.500327 -3.115866 -0.309986 -0.01 -0.01 -0.02
O 0.340762 -4.135285 0.175496 -0.03 -0.08 -0.06
O 2.781461 -3.737327 -0.629779 0.00 0.01 0.01
O 0.747779 -2.246022 -1.351548 0.02 -0.06 -0.07
H 0.105496 -1.635227 2.661052 -0.01 0.07 0.03
H -0.442920 -2.591994 1.423607 -0.07 -0.10 0.02
H -0.212860 -0.984194 1.173186 -0.06 -0.01 -0.01
H 2.355477 -2.368706 3.269745 0.00 0.00 0.00
H 3.242540 -3.255333 2.032805 0.00 0.01 0.01
H 1.669294 -3.861464 2.558460 0.00 0.00 0.00
H 1.732808 1.181825 1.941911 -0.07 -0.09 -0.07
H -0.154079 -4.539210 -0.551884 0.07 0.11 0.10
Cl -2.729233 5.496685 -0.941887 0.00 -0.01 0.00
C -1.495566 4.337543 -1.183110 -0.01 0.01 0.01
C -0.182392 4.658158 -0.844401 0.00 0.02 0.01
C 0.813089 3.729311 -1.026624 0.02 0.02 0.01
Cl 2.424700 4.090537 -0.601973 -0.02 0.00 -0.01
C 0.517442 2.422739 -1.535229 -0.02 0.05 -0.06
O 1.477676 1.593555 -1.645581 0.00 -0.01 0.09
C -0.846417 2.138369 -1.888958 0.03 -0.07 0.01
C -1.224577 0.895748 -2.556432 0.05 0.18 -0.17
O -0.475122 -0.048840 -2.787607 -0.30 -0.46 0.24
C -1.823197 3.089011 -1.718156 0.01 0.00 0.03
H 0.051651 5.629892 -0.433565 0.00 0.00 0.00
H -2.238074 0.845381 -2.959453 -0.01 -0.02 -0.01
H -2.849302 2.863421 -1.969624 -0.03 0.00 -0.01
F -1.385348 0.107760 0.259434 0.00 -0.02 0.04
P -2.996283 -0.344802 0.354670 -0.03 0.10 -0.04
F -3.053210 0.328912 1.808815 0.03 -0.03 -0.04
F -2.511549 -1.751469 1.018183 0.06 0.01 0.03
F -2.837271 -0.991936 -1.115354 0.03 -0.05 -0.06
F -3.385222 1.073408 -0.337359 0.04 0.01 0.04
F -4.518072 -0.781704 0.430702 -0.04 -0.02 0.03

4.
26
Properties=species:S:1:pos:R:3:forces:R:3 method="wB97M-V/def2-TZVPD" e_homo_ev=-10.8 smiles="C[C@@H](F)CC1=CC(=O)OC1=O.ClCCCl" e_tot_ev=-43414.2436 orbital_gap_ev=9.679 multiplicity=1 charge=0
C -0.087540 -2.113535 0.430673 1.38 -0.21 0.03
C 0.233746 -0.555882 0.280799 -0.14 -0.66 0.06
F 1.068665 -0.390467 -0.905328 -1.15 -0.11 1.52
C -1.042925 0.396434 0.084234 -0.57 0.30 1.20
C -2.456138 -0.325314 0.210137 -1.56 -1.43 -3.08
C -3.148724 -0.875092 -0.917211 0.79 0.94 2.86
C -4.532876 -1.470005 -0.403685 -0.29 -0.72 -1.33
O -5.311624 -2.304040 -0.891652 3.00 3.66 2.17
O -4.711548 -0.794200 0.868698 1.03 -1.92 -0.01
C -3.417776 -0.598649 1.449509 0.84 0.74 1.97
O -3.205892 -0.617386 2.679042 -0.91 0.19 -5.22
H -0.900119 -2.510543 -0.262229 0.95 0.75 1.11
H -0.253355 -2.393406 1.539961 -0.13 0.58 -1.85
H 0.882582 -2.670681 0.132586 -1.49 0.97 0.48
H 0.850346 -0.217801 1.191194 -0.80 -0.40 -1.63
H -0.962061 0.926425 -0.924445 -0.23 -0.97 1.33
H -1.020181 1.225704 0.890754 0.03 -1.34 -1.30
H -2.774205 -0.854754 -1.989011 -0.70 -0.28 1.63
Cl 4.156411 0.018816 0.157082 0.00 0.01 0.04
C 3.953285 1.427697 -0.912843 -0.04 0.12 -0.18
C 3.864061 2.726201 -0.136974 0.22 0.01 -0.19
Cl 2.355506 2.845440 0.804474 -0.04 -0.02 0.05
H 3.063812 1.262505 -1.523683 0.04 -0.02 0.20
H 4.821281 1.449557 -1.574621 -0.03 0.06 0.13
H 3.872026 3.571441 -0.828402 -0.05 -0.13 0.02
H 4.703244 2.841535 0.550940 -0.16 -0.10 -0.02

5.
25
Properties=species:S:1:pos:R:3:forces:R:3 method="wB97M-V/def2-TZVPD" e_homo_ev="-7.7 / -8.4" e_tot_ev=-40135.8054 de_lowest_ev=4.258 orbital_gap_ev="6.506 / 7.632" multiplicity=1 charge=0
C -0.680255 -1.401322 -0.930315 0.77 0.69 1.01
C 0.484509 0.617026 -0.451959 1.41 0.64 -1.37
C 0.357626 -1.213962 1.209890 0.35 -0.09 1.49
C 0.030215 -0.666559 0.040916 0.53 0.43 0.29
C 0.647738 2.251589 1.399634 -1.22 -0.83 0.92
C -0.787841 -2.245855 3.150921 -0.15 -2.82 -1.40
C -0.223015 1.780981 -3.253965 1.44 1.99 -1.91
C -0.171299 -2.523295 1.741896 -2.61 0.24 -0.73
C 1.102247 1.588119 -2.541532 1.04 -0.72 -3.94
N -1.274871 -1.977242 -1.696577 -1.47 -1.44 -1.87
O 0.762872 1.742173 0.146559 0.47 -0.38 -1.75
O 1.031746 0.447591 -1.731108 -0.72 0.72 3.18
Cl 0.365912 3.988307 1.511280 0.59 -0.12 -0.76
Cl -0.801633 1.507319 2.089688 -0.30 -0.07 0.73
H 0.857994 -0.549720 1.931771 0.12 -0.53 -0.39
H -0.035271 -2.172472 3.901136 0.47 0.41 0.64
H -1.399571 -3.179492 3.353101 0.45 1.30 0.15
H -1.400256 -1.394277 3.033392 -0.76 0.93 0.50
H -0.239149 2.848860 -3.728054 0.13 -1.94 0.56
H -0.300668 1.028170 -4.037683 -0.68 0.07 0.19
H -0.993046 1.815606 -2.536833 -1.23 -0.43 0.73
H -1.126751 -2.746631 1.071410 2.21 -0.09 1.12
H 0.475484 -3.416236 1.809600 0.02 0.71 -0.49
H 1.359570 2.539739 -2.188129 0.73 0.89 1.91
H 1.957712 1.331582 -3.295039 -1.60 0.42 1.20

6.
26
Properties=species:S:1:pos:R:3:forces:R:3 method="wB97M-V/def2-TZVPD" e_homo_ev="-8.0 / -7.9" e_tot_ev=-21343.6614 de_lowest_ev=6.321 orbital_gap_ev="6.769 / 6.753" multiplicity=1 charge=0
C -1.257116 1.158810 0.125014 2.92 0.84 1.44
C -2.451061 0.887086 -0.102072 -3.93 -2.53 -0.03
C -0.219480 -1.164242 0.410424 -0.48 0.87 -0.67
C 1.221069 0.585147 0.859027 -1.33 -1.36 0.31
C -0.295202 0.220723 0.933964 1.77 -0.91 1.14
C -2.392063 -1.597219 0.888364 0.03 -0.86 -2.72
C 1.814070 -0.252942 -0.256025 -1.99 -0.77 -0.03
C 3.221940 -0.641337 0.013388 1.50 -0.03 -2.24
C 1.642440 0.317792 -1.663453 1.45 -1.35 -1.04
N -1.273763 -1.938194 0.311770 0.59 -0.56 0.32
N -3.736027 1.245244 -0.523598 1.44 -1.30 0.57
O -3.861041 1.344333 -1.733358 -0.78 0.55 -0.39
O -4.637095 1.175893 0.320198 0.16 0.72 -0.54
O 0.924421 -1.480464 -0.195025 -0.78 0.36 0.57
F -3.400588 -2.405097 0.548885 0.40 1.04 0.74
H -0.765197 2.103350 0.084597 0.28 0.99 -0.40
H 1.350874 1.616239 0.810123 0.50 1.84 -0.43
H 1.684959 0.231882 1.762580 0.17 0.01 0.61
H -0.566588 0.190880 2.039995 -0.12 0.21 -1.43
H -2.596501 -0.832847 1.580409 -0.40 0.51 1.14
H 3.608222 -1.208678 -0.942833 -0.55 0.50 2.26
H 3.476937 -1.097874 1.014016 -0.38 0.55 -1.31
H 3.665971 0.367126 -0.165948 0.55 -0.72 0.81
H 0.638729 0.398042 -2.052365 -0.62 0.68 0.72
H 1.987568 -0.519223 -2.419922 0.26 1.93 1.37
H 2.214521 1.295582 -1.648160 -0.66 -1.20 -0.77

Copy entry 4 word for word.
26
Properties=species:S:1:pos:R:3:forces:R:3 method="wB97M-V/def2-TZVPD" e_homo_ev=-10.8 smiles="C[C@@H](F)CC1=CC(=O)OC1=O.ClCCCl" e_tot_ev=-43414.2436 orbital_gap_ev=9.679 multiplicity=1 charge=0
C -0.087540 -2.113535 0.430673 1.38 -0.21 0.03
C 0.233746 -0.555882 0.280799 -0.14 -0.66 0.06
F 1.068665 -0.390467 -0.905328 -1.15 -0.11 1.52
C -1.042925 0.396434 0.084234 -0.57 0.30 1.20
C -2.456138 -0.325314 0.210137 -1.56 -1.43 -3.08
C -3.148724 -0.875092 -0.917211 0.79 0.94 2.86
C -4.532876 -1.470005 -0.403685 -0.29 -0.72 -1.33
O -5.311624 -2.304040 -0.891652 3.00 3.66 2.17
O -4.711548 -0.794200 0.868698 1.03 -1.92 -0.01
C -3.417776 -0.598649 1.449509 0.84 0.74 1.97
O -3.205892 -0.617386 2.679042 -0.91 0.19 -5.22
H -0.900119 -2.510543 -0.262229 0.95 0.75 1.11
H -0.253355 -2.393406 1.539961 -0.13 0.58 -1.85
H 0.882582 -2.670681 0.132586 -1.49 0.97 0.48
H 0.850346 -0.217801 1.191194 -0.80 -0.40 -1.63
H -0.962061 0.926425 -0.924445 -0.23 -0.97 1.33
H -1.020181 1.225704 0.890754 0.03 -1.34 -1.30
H -2.774205 -0.854754 -1.989011 -0.70 -0.28 1.63
Cl 4.156411 0.018816 0.157082 0.00 0.01 0.04
C 3.953285 1.427697 -0.912843 -0.04 0.12 -0.18
C 3.864061 2.726201 -0.136974 0.22 0.01 -0.19
Cl 2.355506 2.845440 0.804474 -0.04 -0.02 0.05
H 3.063812 1.262505 -1.523683 0.04 -0.02 0.20
H 4.821281 1.449557 -1.574621 -0.03 0.06 0.13
H 3.872026 3.571441 -0.828402 -0.05 -0.13 0.02
H 4.703244 2.841535 0.550940 -0.16 -0.10 -0.02